# 1
Formula: C23H35IrOS
Source: the Open Molecules 2025 dataset
Level of theory: wB97M-V/def2-TZVPD

XYZ file:
```
61
Properties=species:S:1:pos:R:3:lowdin_spin:R:1
C 1.022 -2.016 0.871 0.1692
C 1.507 -1.283 -0.254 0.1354
C 0.759 -1.677 -1.410 0.1179
C -0.209 -2.657 -0.996 0.1141
C -0.052 -2.855 0.428 0.1028
Ir -0.831 -0.884 -0.022 1.5830
C -3.687 1.078 -0.610 0.7074
C -2.439 0.650 0.361 0.3334
H -1.851 1.487 0.867 0.0360
C -2.561 -0.671 0.907 0.1130
H -3.316 -1.274 0.366 0.0133
H -2.482 -0.853 1.992 0.0137
C -3.409 2.622 -0.729 0.0833
H -2.540 2.947 -0.094 0.0056
H -2.972 2.791 -1.732 0.0134
H -4.252 3.323 -0.598 0.0072
C -3.108 0.399 -1.923 0.1897
H -2.057 -0.055 -1.680 0.0488
H -3.687 -0.345 -2.527 0.0125
H -2.740 1.233 -2.578 0.0134
C 2.661 -0.354 -0.219 0.0411
H 2.552 0.345 0.616 0.0145
H 3.630 -0.871 -0.146 0.0088
H 2.655 0.271 -1.112 0.0045
C 1.023 -1.237 -2.810 0.0209
H 1.232 -0.164 -2.822 0.0018
H 1.891 -1.746 -3.246 0.0076
H 0.154 -1.434 -3.436 0.0010
C -1.135 -3.442 -1.857 0.0211
H -1.076 -3.085 -2.885 0.0000
H -0.902 -4.511 -1.830 0.0055
H -2.156 -3.310 -1.490 0.0056
C -0.781 -3.864 1.251 0.0082
H -1.827 -3.891 0.945 0.0017
H -0.362 -4.869 1.134 0.0034
H -0.724 -3.590 2.305 0.0005
C 1.633 -2.021 2.229 0.0284
H 0.888 -2.280 2.984 0.0019
H 2.458 -2.745 2.302 0.0117
H 2.036 -1.027 2.458 0.0023
C 2.087 2.415 -1.006 0.6728
C 0.807 2.556 -1.651 0.0887
C 3.090 3.009 -1.604 0.1111
C 0.660 2.633 -3.062 0.0310
H -0.260 2.585 -1.347 0.0105
C 2.978 3.192 -3.013 0.0451
H 3.954 3.316 -1.069 0.0159
C 1.814 2.972 -3.747 -0.0065
H -0.307 2.475 -3.538 0.0030
H 3.801 3.701 -3.476 0.0057
H 1.708 3.045 -4.845 0.0010
C 1.493 1.699 4.950 -0.0001
S 0.899 0.947 3.436 0.0027
C -0.521 0.065 4.084 0.0032
O 0.396 2.041 2.566 0.0084
H 1.775 0.891 5.631 0.0000
H 0.683 2.309 5.362 0.0000
H 2.363 2.312 4.690 0.0000
H -1.255 0.818 4.394 0.0002
H -0.936 -0.580 3.298 0.0033
H -0.177 -0.537 4.933 0.0002
```

Summary:
Relative energy (zero: lowest compared OMol25 entry of this formula, charge and spin) ... 47.63 kcal per mole
HOMO level (spin up / spin down) ... -10.6 / -11.4 eV
Multiplicity ... 6
Charge ... +1
Total energy ... -1474.48659 hartree

# 2
Formula: C6H7N
Source: the Open Molecules 2025 dataset
Level of theory: wB97M-V/def2-TZVPD

XYZ file:
```
14
Properties=species:S:1:pos:R:3:lowdin_spin:R:1
C -2.516 0.135 -0.242 0.3494
C 1.706 -0.994 0.308 0.1646
C 0.773 1.262 0.475 0.1022
C 0.467 -0.560 -0.768 0.1556
C 1.750 0.261 -0.327 0.6732
C -0.353 0.494 -0.177 0.3950
N -1.586 0.931 -0.091 0.0692
H -3.532 0.243 -0.045 0.0263
H -2.235 -0.966 -0.452 0.0139
H 1.473 -1.097 1.370 0.0082
H 2.252 -1.825 -0.189 0.0158
H 0.809 1.139 1.459 0.0081
H 0.754 2.245 0.148 0.0118
H 0.237 -1.269 -1.468 0.0069
```

Summary:
Relative energy (zero: lowest compared OMol25 entry of this formula, charge and spin) ... 46.98 kcal per mole
HOMO level (spin up / spin down) ... -6.5 / -9.7 eV
Multiplicity ... 3
Total energy ... -287.31541 hartree

# 3
Formula: C12H21Br3FO7STl
Source: the Open Molecules 2025 dataset
Level of theory: wB97M-V/def2-TZVPD

XYZ file:
```
46
Properties=species:S:1:pos:R:3:mulliken_charge:R:1
Tl -1.410 -4.212 -1.029 0.9408
F -0.174 -1.824 0.112 -0.5335
O -3.777 -2.195 5.554 -0.3417
C -3.131 -1.584 4.760 0.2984
O -3.635 -0.521 4.092 -0.2871
C -2.577 0.174 3.413 -0.4694
C -1.617 -0.971 3.099 0.0891
C -1.695 -1.874 4.321 -0.5330
H -2.187 0.920 4.106 0.3296
H -2.877 0.625 2.468 0.2858
H -0.695 -0.529 2.728 0.0166
H -2.047 -1.556 2.282 0.2213
H -1.004 -1.420 5.039 0.3403
H -1.544 -2.929 4.126 0.4586
O -1.606 3.880 -0.713 -0.3649
C -0.814 3.043 -0.396 0.4257
O 0.461 3.102 -0.745 -0.3877
C 1.209 1.905 -0.412 -0.4404
C 0.118 0.966 0.128 1.5040
C -1.053 1.860 0.503 -0.4805
H 2.017 2.201 0.256 0.3356
H 1.651 1.524 -1.330 0.0643
H 0.405 0.407 1.032 -0.6561
H -0.127 0.177 -0.585 -0.1838
H -1.038 2.210 1.536 0.3073
H -1.986 1.346 0.278 0.4194
O -0.412 -2.010 -2.947 -0.4888
S 0.640 -1.279 -3.598 1.0133
O 0.905 -1.385 -4.994 -0.5779
O 0.429 0.303 -3.230 -0.1956
C 0.988 1.231 -4.139 -0.4312
C 0.431 2.612 -3.864 -1.0235
C 2.161 -1.541 -2.632 -0.5161
H 0.811 1.018 -5.200 0.4693
H 2.089 1.240 -4.123 0.3269
H 0.741 2.956 -2.875 0.1394
H -0.658 2.587 -3.940 0.2938
H 0.719 3.343 -4.618 0.4545
H 2.536 -2.517 -2.948 0.4673
H 1.907 -1.629 -1.579 -0.1631
H 2.889 -0.781 -2.897 0.3500
C 2.536 -1.682 1.682 0.7993
Br 3.709 -2.994 0.842 0.0737
Br 3.493 -0.254 2.607 0.1459
Br 1.343 -2.599 2.943 0.2223
H 1.881 -1.346 0.885 -0.7180
```

Summary:
Relative energy (zero: lowest compared OMol25 entry of this formula, charge and spin) ... 38.95 kcal per mole
HOMO level ... -15.9 eV
Charge ... +2
Total energy ... -9388.19360 hartree

# 4
Formula: C54H45N9O18
Source: the Open Molecules 2025 dataset
Level of theory: wB97M-V/def2-TZVPD

XYZ file:
```
126
Properties=species:S:1:pos:R:3:mulliken_charge:R:1
C -3.605 4.729 0.546 -0.3668
C -2.556 5.529 0.117 -0.5694
C -1.260 5.260 0.497 -0.2430
C -0.990 4.192 1.408 0.1389
C -2.108 3.461 1.903 -0.3893
C -3.426 3.740 1.465 -0.5802
N 0.428 3.828 1.887 1.0660
O 0.744 2.693 2.279 -0.5726
O 1.268 4.649 1.727 -0.5916
H -4.586 4.928 0.140 0.4178
H -2.795 6.381 -0.503 0.3584
H -0.522 5.978 0.171 0.5515
H -2.038 2.593 2.541 0.3987
H -4.236 3.137 1.848 0.4041
C 0.152 -8.116 7.261 -0.2203
C 1.092 -7.157 7.014 -0.8299
C 1.011 -6.411 5.873 0.1136
C 0.054 -6.608 4.883 -0.3639
C -0.981 -7.510 5.213 -0.1334
C -0.912 -8.285 6.394 -0.7133
N 0.045 -5.745 3.727 1.2005
O -0.788 -5.919 2.851 -0.6032
O 1.076 -4.989 3.606 -0.5620
H 0.322 -8.791 8.086 0.4160
H 1.952 -6.999 7.647 0.4114
H 1.776 -5.658 5.755 0.3814
H -1.768 -7.700 4.498 0.4908
H -1.609 -9.070 6.646 0.4248
C -4.085 -4.578 6.487 -0.3353
C -3.055 -4.750 7.367 -0.7534
C -1.778 -4.278 7.036 -0.1386
C -1.533 -3.656 5.802 -0.2675
C -2.641 -3.647 4.880 0.3250
C -3.923 -4.014 5.215 -0.8087
N -0.207 -2.931 5.498 1.0811
O -0.035 -2.266 4.510 -0.5502
O 0.683 -3.220 6.233 -0.5846
H -5.062 -4.948 6.761 0.3707
H -3.162 -5.141 8.368 0.4456
H -1.051 -4.397 7.826 0.3976
H -2.553 -3.245 3.882 0.3514
H -4.713 -3.869 4.493 0.4949
C 1.055 -2.489 1.185 -0.2555
C 1.380 -1.144 1.480 -0.9925
C 1.776 -0.326 0.440 0.0111
C 2.018 -0.830 -0.838 -0.1725
C 1.775 -2.235 -1.081 -0.2885
C 1.401 -3.064 -0.054 -0.9920
N 2.560 0.078 -1.881 1.0914
O 3.005 -0.412 -2.919 -0.6045
O 2.499 1.288 -1.725 -0.5025
H 0.525 -3.177 1.826 0.5857
H 1.254 -0.724 2.467 0.6499
H 2.135 0.656 0.713 0.4976
H 2.070 -2.651 -2.033 0.4467
H 1.274 -4.114 -0.275 0.5220
C -1.487 0.022 -1.600 0.5651
C -1.104 1.333 -1.247 -0.9775
C -1.796 2.427 -1.717 0.4447
C -2.975 2.310 -2.481 -1.0540
C -3.394 0.999 -2.718 -0.4279
C -2.706 -0.131 -2.304 -0.6777
N -3.777 3.518 -2.900 1.0856
O -3.230 4.623 -2.954 -0.5303
O -4.927 3.288 -3.344 -0.6542
H -0.880 -0.830 -1.330 -0.0759
H -0.245 1.531 -0.623 0.5123
H -1.500 3.414 -1.394 0.8476
H -4.326 0.826 -3.236 0.4796
H -2.997 -1.139 -2.560 0.4053
C -0.495 1.415 -6.086 -0.5415
C -0.434 0.772 -4.870 0.0288
C 0.408 -0.321 -4.793 0.2032
C 1.235 -0.722 -5.814 -0.3418
C 1.122 -0.173 -7.054 -0.7346
C 0.310 0.986 -7.151 -0.5178
N 2.170 -1.855 -5.560 1.0652
O 3.130 -2.046 -6.318 -0.6236
O 1.871 -2.575 -4.633 -0.5382
H -1.184 2.193 -6.381 0.4782
H -1.059 1.100 -4.052 0.3578
H 0.517 -0.922 -3.902 0.2656
H 1.732 -0.468 -7.895 0.4501
H 0.245 1.469 -8.115 0.4322
C 1.676 5.728 -2.094 -0.8896
C 1.405 4.537 -2.737 -0.7237
C 0.618 4.527 -3.921 0.4032
C 0.164 5.708 -4.538 0.0158
C 0.481 6.897 -3.844 -0.5488
C 1.264 6.879 -2.654 -0.8570
N -0.370 5.637 -5.874 0.8964
O -0.970 4.657 -6.318 -0.5288
O -0.188 6.615 -6.622 -0.5769
H 2.307 5.689 -1.219 0.9479
H 1.771 3.655 -2.231 0.6892
H 0.650 3.563 -4.407 0.2858
H 0.160 7.879 -4.160 0.4462
H 1.493 7.773 -2.093 0.4634
C 6.878 7.121 0.204 -0.3214
C 5.777 6.993 -0.680 -0.7011
C 5.391 5.722 -0.948 -0.1132
C 5.933 4.608 -0.265 -0.1747
C 6.961 4.818 0.721 -0.1629
C 7.405 6.113 0.953 -0.5997
N 5.472 3.295 -0.597 1.1408
O 5.795 2.474 0.192 -0.6318
O 4.893 3.091 -1.635 -0.5789
H 7.273 8.118 0.327 0.3371
H 5.377 7.846 -1.208 0.4162
H 4.597 5.673 -1.678 0.6429
H 7.392 4.028 1.317 0.4261
H 8.325 6.177 1.515 0.3496
C -3.679 -4.939 0.985 -0.2455
C -3.979 -5.786 -0.036 -0.5681
C -3.272 -5.580 -1.239 -0.6865
C -2.386 -4.503 -1.457 -0.3898
C -2.058 -3.668 -0.378 0.9434
C -2.667 -3.995 0.860 -1.0612
N -1.890 -4.261 -2.835 0.9128
O -2.270 -4.902 -3.824 -0.6140
O -1.156 -3.337 -2.995 -0.4494
H -4.129 -4.993 1.966 0.2411
H -4.783 -6.480 0.161 0.4331
H -3.467 -6.353 -1.967 0.4508
H -1.452 -2.782 -0.498 0.5619
H -2.322 -3.340 1.647 0.4337
```

Summary:
Relative energy (zero: lowest compared OMol25 entry of this formula, charge and spin) ... 91.86 kcal per mole
Structure (SMILES) ... O=[N+]([O-])c1ccccc1.O=[N+]([O-])c1ccccc1.O=[N+]([O-])c1ccccc1.O=[N+]([O-])c1ccccc1.O=[N+]([O-])c1ccccc1.O=[N+]([O-])c1ccccc1.O=[N+]([O-])c1ccccc1.O=[N+]([O-])c1ccccc1.O=[N+]([O-])c1ccccc1
HOMO level ... -9.2 eV
Total energy ... -3930.91070 hartree

# 5
Formula: C2H4Cl3P
Source: the Open Molecules 2025 dataset
Level of theory: wB97M-V/def2-TZVPD

XYZ file:
```
10
Properties=species:S:1:pos:R:3:mulliken_charge:R:1
C 0.470 -0.232 0.431 -0.6198
C 0.660 -0.853 -0.901 0.1424
P -1.355 1.615 -0.048 0.0887
Cl -0.402 -1.183 1.678 -0.0949
Cl -0.962 -1.043 -1.605 -0.1377
Cl 1.530 -2.405 -0.642 -0.1441
H 1.373 0.209 1.024 0.3385
H 1.293 -0.245 -1.715 0.2985
H -2.055 1.611 1.304 0.0807
H -0.552 2.526 0.474 0.0477
```

Summary:
Relative energy (zero: lowest compared OMol25 entry of this formula, charge and spin) ... 55.44 kcal per mole
HOMO level ... -8.9 eV
Total energy ... -1800.41017 hartree

# 6
Formula: C5H6S2
Source: the Open Molecules 2025 dataset
Level of theory: wB97M-V/def2-TZVPD

XYZ file:
```
13
Properties=species:S:1:pos:R:3:mulliken_charge:R:1
C -1.138 0.266 1.427 -0.7549
C -0.190 -0.797 0.975 -0.1319
C 0.458 -0.645 -1.866 -0.3977
C 0.813 0.586 -1.821 -0.0603
C 0.250 0.668 0.963 -0.0463
H -1.862 0.545 0.775 0.3701
H -1.398 0.116 2.455 0.2432
H 0.221 -1.348 1.888 0.3176
H 0.806 -1.137 -2.855 0.2784
H 1.108 1.193 -2.736 0.3065
H 1.224 0.602 1.689 0.2711
S -0.479 -1.679 -0.475 -0.2146
S 0.186 1.628 -0.419 -0.1812
```

Summary:
Relative energy (zero: lowest compared OMol25 entry of this formula, charge and spin) ... 57.84 kcal per mole
Structure (SMILES) ... C1=CS[C@@H]2C[C@@H]2S1
HOMO level ... -8.6 eV
Total energy ... -990.37281 hartree